# 1
Entry from OMol25: a 12-piece molecular cluster, C40H72O28S4 overall at a distorted geometry (ωB97M-V/def2-TZVPD).

Geometry as XYZ:
```
144
Properties=species:S:1:pos:R:3:forces:R:3
H 1.8965 -1.2156 -1.2562 0.2 -0.1 -0.1
H -1.8133 1.2795 6.0614 0.4 -0.1 0.3
O 5.4278 -4.4455 -2.1531 -1.4 2.8 0.5
H -1.0922 8.2622 3.4279 -0.1 0.3 -0.4
H 2.2047 7.3061 -1.8906 -0.3 0.2 -0.1
O -6.4821 2.2682 -1.3260 0.3 -0.6 1.9
H 7.7173 -0.0152 3.9827 0.2 -0.2 -0.2
C -1.9964 8.1149 4.0185 0.7 -1.4 -0.8
C -6.6586 0.3997 0.6504 1.2 0.0 -0.5
H 4.2067 -5.7627 -3.2564 0.1 0.7 -0.1
H -6.5910 -6.6298 -2.2170 0.4 -0.5 0.4
C 7.5022 -2.7288 2.5991 0.4 1.5 0.1
C -2.1491 -1.1308 4.4095 0.4 -1.7 -2.2
O 3.4819 9.3614 5.0826 0.9 -3.7 -2.4
H 3.8364 0.7960 -5.6324 0.0 0.2 0.1
O -2.0732 3.9320 -6.0123 2.6 0.5 -1.3
H -3.6132 2.4868 -0.7831 -0.7 0.4 0.1
H -5.2791 -6.9926 -3.3308 0.7 0.5 0.1
C -4.1252 1.6479 -0.3119 -0.5 -0.7 0.8
C 5.6492 5.3024 5.0006 0.2 0.7 -0.9
H -0.7759 -1.2715 -1.3724 0.1 0.1 -0.1
H 0.5262 -1.8151 1.3227 -0.1 0.4 0.3
H -4.4304 2.2029 -4.5414 0.2 -0.8 -0.1
C -1.2653 0.7383 5.2901 -0.7 -0.1 0.1
H 0.2268 9.2580 -0.9903 0.2 -0.2 -0.2
C 6.6690 -7.6847 -2.2421 -0.3 1.3 0.1
S -0.3429 7.1145 -2.0726 0.0 -1.1 1.0
H 6.2385 0.3488 3.0553 -0.1 -0.4 -0.2
C -0.4605 -1.9810 -0.6073 0.4 0.7 0.4
H -4.4930 3.2722 -5.8234 0.1 0.2 -0.3
C 5.0058 -5.7003 -2.5176 -0.6 -2.4 0.2
C -4.4150 5.5260 4.1516 -1.5 0.9 0.9
H 6.7139 5.3641 5.2255 -0.2 0.3 1.1
O -3.9850 6.8112 4.1472 -2.0 0.2 1.6
C 6.7254 -4.2877 -2.2807 3.9 4.8 1.7
H -0.8955 8.3391 0.0228 0.3 -0.5 0.0
O 1.7748 -1.8442 -4.8229 0.3 -1.2 0.5
H 6.2236 0.1483 4.8211 -0.3 -0.3 0.0
H 0.1131 -2.7622 -1.1060 -0.1 -0.1 0.1
H -7.4398 0.6496 1.3682 -0.1 0.1 -0.4
H 2.5249 -0.2091 -7.7788 0.1 0.8 0.2
H -1.3743 -2.3980 -0.1841 0.2 0.0 0.3
S 6.3111 -2.0497 3.8167 -1.4 0.0 -0.3
H 7.7075 -7.9612 -2.4247 -0.1 0.0 -0.3
H -5.5175 -6.3606 -5.4265 0.1 0.4 -0.2
H 7.7013 -1.9616 1.8509 -0.1 -0.1 -0.2
H 1.4945 0.3365 6.1851 -0.4 -0.1 0.7
O -2.6503 -7.6026 2.3649 -0.3 0.7 0.6
O -2.2895 0.1355 4.4895 -0.6 3.6 0.3
C 3.4139 0.1306 -4.8795 0.7 -0.7 -1.1
C 6.2812 -6.3643 -2.9701 0.6 -2.4 -1.1
O 4.9316 -2.1781 3.2048 1.1 0.2 0.4
H -6.9205 -5.5221 -6.1750 -0.2 -0.4 0.1
O -1.1230 5.9215 -1.5179 0.6 1.7 -0.5
C 1.8275 -0.5583 -7.0174 1.4 0.0 -0.6
O -5.2999 -5.1049 -2.2919 0.6 -0.3 0.2
H 4.6366 -6.2329 -1.6412 -0.2 0.2 0.3
O 7.4326 -3.2491 -2.0007 -3.8 -4.5 -1.3
O 3.3485 7.6197 3.5347 -1.2 0.6 -0.9
H 5.6554 4.3858 4.4106 -0.8 -0.1 -0.1
C -6.8560 -5.5860 -3.9743 1.7 0.9 -0.6
H 1.2841 0.2181 -6.4788 0.1 0.0 -0.3
C -2.7946 -8.5273 3.3483 -1.2 2.7 3.0
H -2.5089 -7.5530 -0.9132 -0.2 0.0 0.0
S 2.8714 -1.4104 -5.7416 -2.4 1.5 0.3
H -1.1455 2.5369 -3.3744 -0.4 0.2 0.0
H -1.5263 1.3938 -4.6464 -0.1 -0.1 0.0
O 7.2521 -5.4129 -2.6822 2.1 0.1 0.0
C -6.5881 -6.1668 -5.3613 -0.2 -0.4 1.1
O -2.7806 -1.8041 3.6648 -0.9 -1.1 -0.1
C -3.6897 -9.4663 1.5479 0.3 0.2 -2.7
H -7.8701 -5.5543 -3.5761 -0.1 -0.2 -0.6
H 6.6098 -7.3892 -1.1946 -0.1 -0.5 0.3
H 2.5630 0.5663 -4.3557 0.0 -0.2 -0.1
O -0.2501 2.8848 -5.1526 -1.1 0.7 -0.6
C 0.4675 -1.2321 0.4036 -1.0 -2.3 -1.5
H -7.0081 -7.1715 -5.3146 -0.5 0.0 -0.7
O -0.0429 0.0726 0.6422 -1.5 -1.1 0.4
C -3.2369 -8.0169 1.1163 1.8 -0.5 0.1
O 5.0050 7.6584 4.9601 -0.2 0.6 0.5
C -3.8299 2.5215 -5.3935 -0.9 0.6 0.4
O -6.3813 -4.2233 -3.9992 -0.2 0.9 0.3
H 7.1465 -3.6340 2.1070 -0.3 0.1 0.4
H -4.0924 -7.4251 0.7909 -0.1 0.3 0.7
H 6.2061 6.7853 3.5750 -0.1 0.1 -0.3
O -4.9705 -2.9396 -2.7213 -1.5 -1.2 -0.4
H -2.4682 9.0782 4.2122 -0.3 -0.3 -0.2
C -2.6187 3.2509 -4.9099 0.7 0.2 0.5
O 0.7905 2.1462 0.6649 0.2 -2.0 -0.7
H 1.4545 -1.3872 5.8566 0.3 0.1 -0.5
C 1.3957 6.6391 -1.5926 -0.9 0.3 -0.1
C 0.8791 0.9514 0.4319 1.6 2.8 0.8
H -3.2520 -10.2571 0.9386 0.0 0.1 -0.3
H -1.5751 7.7293 4.9469 -0.5 -0.2 0.2
H 2.5875 -1.6066 0.3703 0.4 0.3 -0.2
H -4.0327 0.7936 -0.9825 0.0 -0.2 0.3
O 0.0372 4.2608 -6.9441 -2.4 -1.7 2.4
H 4.9135 5.3274 5.8045 0.5 -0.6 0.3
H -3.6768 1.5223 0.6736 0.3 -0.5 -0.1
C -2.4388 5.6206 3.0955 1.2 1.3 -1.7
C -0.6974 3.7155 -6.1080 1.2 2.3 -2.4
C 4.0574 6.4310 3.2791 1.0 -1.3 -0.1
O -1.0703 -1.5405 5.0500 0.7 -1.9 0.2
C 1.8794 -0.9952 -0.1889 -1.7 -2.0 0.3
C -1.4111 2.4556 -4.4284 0.4 -1.8 0.9
C -5.5576 -3.9699 -2.9644 1.9 1.4 -0.4
O -5.4350 5.1713 4.6996 1.9 0.1 -1.0
H 3.4567 5.5479 3.4966 -0.3 0.2 0.4
H -1.5140 -8.6907 -0.0682 0.2 0.0 0.2
H 4.3794 6.2658 2.2510 -0.4 0.8 -0.3
H -2.2593 5.6994 2.0233 0.1 -1.6 -0.2
H 1.3455 -0.0308 4.6051 -0.3 -0.8 -0.6
H -3.3612 7.5027 2.4214 0.5 -0.1 -0.5
H -1.4857 5.4180 3.5840 -0.4 -0.5 0.4
H 5.9977 -8.5176 -2.4511 0.0 0.1 0.0
H 4.2121 -0.2062 -4.2180 -0.2 0.2 0.2
H -1.4330 -6.9543 0.3133 -0.3 -0.1 0.4
H -3.6381 1.7919 -6.1802 0.1 -0.3 0.4
C -2.8965 7.0494 3.2970 -0.4 1.5 1.9
C -0.6329 8.5879 -1.0054 -0.1 0.0 0.2
C -2.0996 -7.7819 0.0707 -0.8 -1.0 -0.4
C 5.3165 6.5228 4.1476 -0.1 0.1 -0.1
S -5.8995 1.9746 0.0739 -0.1 1.4 -2.3
H -5.9380 -0.2417 1.1579 0.2 0.1 0.0
H -2.8602 3.9888 -4.1449 -0.3 0.1 0.0
O -2.7566 -8.2629 4.5488 0.8 -1.0 -3.1
H 8.4323 -2.8794 3.1471 0.0 -0.3 0.0
H -0.7061 1.4728 4.7105 0.1 -0.3 -0.3
C 3.8753 8.3151 4.5346 0.6 2.4 2.8
H 1.3865 6.4977 -0.5119 0.0 -0.2 -0.1
H 6.3623 -6.4792 -4.0509 -0.5 -0.3 -0.1
O -3.5371 4.7879 3.4636 0.8 -0.3 -0.3
C -5.9017 -6.1891 -2.9372 -2.5 -1.1 0.8
H -1.4821 9.1604 -1.3786 0.0 -0.2 -0.4
C 6.6509 -0.2201 3.8885 0.6 -0.4 0.0
H 1.4715 5.6926 -2.1278 0.2 0.0 0.2
H -4.7722 -9.5499 1.4516 -0.1 0.0 0.5
C -0.4841 -0.5103 5.7572 0.7 2.1 1.3
O 2.0219 0.3346 0.0277 1.2 3.3 0.1
H -6.9621 -0.0809 -0.2796 -0.4 0.0 0.2
O -3.2131 -9.6586 2.8319 -0.3 -1.3 0.8
H -0.7260 -0.6633 6.8089 0.3 -0.1 0.2
C 1.0238 -0.4285 5.5677 0.0 0.3 0.2
H 1.1773 -1.1658 -7.6469 -0.1 -0.7 0.9
```
Positions in Å, forces in eV/Å.

Properties
Relative energy (zero: lowest compared OMol25 entry of this formula, charge and spin)   145.1 kcal per mole
E_LUMO   -0.0003 Eh
Calculated total energy   -143311.9937 eV
Molar mass   1129.26 g mol⁻¹

---

# 2
Entry from OMol25: a 7-piece molecular cluster, C37H68BrF3N6O4P overall at a distorted geometry (ωB97M-V/def2-TZVPD).

Geometry as XYZ:
```
120
Properties=species:S:1:pos:R:3:forces:R:3
C -4.3671 -2.4877 2.2447 -0.1 -0.2 0.2
H 3.2304 -0.2260 0.2424 0.3 0.0 0.0
O 2.7581 -2.1967 0.0299 -0.3 0.0 0.6
H 4.4752 7.8848 0.9012 0.0 0.0 0.0
H -0.0590 2.2906 -3.2457 0.0 -0.1 0.1
H 0.0889 5.7077 -1.0825 0.0 0.2 0.1
O -2.1268 1.7171 -2.4575 -0.3 0.4 1.1
H -3.4801 -7.7427 3.2487 0.1 0.0 0.0
N 5.8962 -5.1130 -1.3439 -0.1 -0.2 -0.3
H -3.6289 4.2634 -5.2106 0.0 -0.1 0.1
H 2.4318 -0.9119 1.6576 0.1 -0.2 0.2
H -4.9426 2.4879 1.7738 -0.2 0.0 -0.1
C 4.8491 7.3784 -1.1710 0.0 0.0 0.2
H 6.0107 -3.9968 1.5883 0.0 -0.1 0.0
H 7.7165 -2.6037 -1.5388 0.0 0.0 0.0
H -4.5134 6.5886 -4.9463 0.0 0.0 0.1
H 0.9356 2.0285 -1.4675 -0.2 0.3 0.2
C -4.4921 -8.7534 4.8540 0.0 0.0 0.0
H -2.1369 -1.4242 0.5493 -0.1 0.0 -0.2
F -0.6221 4.5590 1.1754 1.2 -0.2 -0.5
H -5.2389 3.6105 -4.9682 0.0 -0.1 0.1
C -1.9648 0.5537 -0.2843 -0.9 0.6 -1.2
N 6.6528 4.4312 -1.3642 0.3 -0.2 0.1
H 2.2623 -2.7225 -1.8881 -0.2 -0.1 -0.3
H -2.2981 -0.2793 -2.3608 0.2 -0.4 0.4
C 5.8534 5.1835 -1.6922 -0.2 0.2 -0.2
H -6.1340 5.9430 -4.6576 0.0 0.0 0.0
H 2.1326 3.8672 -1.2773 -0.2 -0.5 -0.1
H 0.1070 -2.0363 0.8627 -0.1 -0.2 0.0
C -3.1271 0.9896 0.6717 0.9 -0.6 0.4
H -5.0122 -9.4553 4.2029 0.0 0.0 0.0
C -4.6051 -3.1495 3.5293 -0.2 0.4 -0.1
H -0.9377 4.2442 -2.5980 -0.2 0.2 -0.2
H -1.6521 4.0192 -0.9839 -0.3 0.0 -0.1
C 6.2689 -4.5806 -0.4010 0.1 0.0 0.4
C -4.8485 -2.1158 4.6318 0.1 0.2 0.2
H 1.1224 0.7045 0.2692 0.0 0.3 -0.2
H -3.7412 -3.7597 3.7669 0.1 -0.1 0.0
C 2.4418 -0.9009 0.5675 -0.1 0.4 -0.5
C 1.2119 -1.7380 -3.3984 -0.1 -0.1 0.1
C -4.5742 4.4313 -4.6930 -0.1 0.1 -0.1
H -5.4661 -3.8100 3.4250 0.0 -0.1 0.0
C -2.8160 2.1365 1.5975 -1.1 0.0 0.4
P -0.4596 1.9821 -1.8848 0.8 -0.1 -1.2
H 5.8267 7.8658 -1.1973 0.0 0.0 -0.1
H 3.5257 6.5188 0.3143 0.0 0.0 0.0
C 2.4800 -3.7539 -5.2293 0.1 0.0 0.0
H 7.6729 -4.3726 1.1286 0.0 0.0 0.0
C -0.0937 -0.9679 0.7220 0.2 -0.5 -0.3
C 6.7522 -3.8904 0.7969 0.0 0.3 -0.1
C 0.5503 4.4257 0.4849 0.4 0.1 0.6
H -3.6635 0.5906 -1.7555 -0.2 0.0 0.3
H -3.4504 -0.5933 3.9382 0.0 0.0 0.0
C 4.5027 7.0005 0.2632 0.0 0.0 0.0
C -5.1809 5.7517 -5.1558 0.0 0.0 0.0
H -1.3089 -1.4283 -0.9758 0.1 0.1 -0.3
H 8.9934 -2.6246 -0.3150 0.0 0.0 0.0
H -5.0572 -2.6474 5.5602 0.0 -0.1 0.0
H -2.5819 -9.0886 3.9259 0.1 0.0 0.0
H 2.0421 -2.8827 -5.7183 -0.1 0.0 0.0
H 1.1069 -3.7276 -2.7798 0.0 0.0 0.0
H 5.2411 6.3163 0.6840 0.0 0.0 0.0
H 6.0505 -1.9397 0.2032 0.0 0.0 0.1
C -3.2120 -6.0974 5.4092 0.3 -0.2 0.1
C 8.0352 -2.1762 -0.5873 0.0 0.0 0.0
H 3.7593 -3.2849 1.4298 0.0 -0.1 0.4
N -3.8360 -5.1743 5.6743 -0.2 0.1 0.2
H 7.3151 -1.9150 1.4206 0.0 0.0 0.1
C -3.2219 -8.2433 4.1832 -0.2 -0.1 0.0
H 1.7227 -4.5402 -5.1926 0.0 0.0 0.0
C -4.0659 2.5139 2.4116 0.8 0.0 -0.1
H 2.0095 -3.0296 1.7705 -0.1 0.0 0.3
H -3.8548 -0.4815 5.6438 0.0 0.0 0.0
H -4.2635 -9.2673 5.7897 0.0 0.0 0.0
H -5.2745 4.5103 -2.6399 0.0 0.0 0.0
H 1.1049 -0.4761 -1.0260 -0.1 0.1 -0.3
C 0.3530 4.6527 -1.0064 -0.4 -0.3 -0.2
C -2.4233 -7.2820 5.0709 -0.1 -0.1 -0.2
H -5.1812 -7.9371 5.0735 0.0 0.0 0.0
H -1.5179 -6.9534 4.5605 0.0 0.0 0.0
H -3.9245 3.5092 2.8184 -0.2 0.2 0.2
H -5.7364 -1.5273 4.3887 0.0 0.0 0.0
F 1.4110 5.3960 0.9891 -0.7 -0.7 -0.1
N 0.7017 -0.7903 -3.7981 0.1 -0.1 -0.3
H 8.1939 -1.1100 -0.7439 0.0 0.0 0.0
C -3.4023 5.4158 -2.7546 -0.1 -0.5 0.0
H -0.1966 -0.5583 1.7219 -0.1 0.2 0.2
Br -1.4494 1.6290 2.9210 0.1 0.2 -0.1
F 1.1371 3.2328 0.8036 -0.7 1.2 -0.1
H -4.1603 1.8250 3.2422 -0.4 -0.2 0.1
H 3.7385 -2.6285 -3.8993 0.0 0.0 0.1
C -1.4123 -0.8730 -0.0495 0.2 0.2 1.2
N -4.1798 -1.9501 1.2499 -0.4 -0.2 -0.2
C 2.9792 -3.4097 -3.8302 0.0 -0.1 -0.1
H -3.4519 0.1476 1.2814 -0.1 0.0 0.0
H -3.9820 1.2786 0.0675 -0.2 0.2 0.0
H -0.2639 0.5857 -2.1119 -0.1 0.0 0.0
H -5.3607 5.7358 -6.2316 0.0 0.0 0.0
H -2.4755 3.0193 1.0809 0.6 -0.1 -0.1
C 1.1288 -0.3564 0.0493 0.1 -0.1 0.6
H 2.5296 -4.1603 0.5129 0.0 -0.2 -0.1
O 1.5690 4.5060 -1.7188 0.5 0.6 0.2
H 4.1210 8.1023 -1.5404 0.0 0.0 -0.1
N -2.5777 6.1365 -2.4229 0.0 0.8 0.0
C 1.8624 -2.9457 -2.8891 0.3 0.1 0.1
C -2.5701 0.5833 -1.7467 -0.2 0.2 -1.2
H 3.3011 -4.1062 -5.8560 0.0 0.0 0.0
H 5.0837 6.4733 -3.1315 0.0 -0.1 0.0
C 6.9925 -2.4045 0.5002 0.1 0.1 -0.1
C 4.8528 6.1669 -2.1110 0.0 0.1 0.1
C 2.7549 -3.2188 1.0054 0.3 0.2 -0.6
H -3.9079 3.4129 -2.8948 0.2 0.0 0.1
C -4.3357 4.3779 -3.1816 -0.1 -0.1 -0.1
C -0.7847 3.8408 -1.6102 0.6 -0.6 0.7
H 3.8703 5.6876 -2.1185 0.0 0.0 0.0
O -1.0306 1.5947 -0.2676 0.2 -0.2 0.1
H -2.1263 -7.7729 5.9986 0.0 0.0 0.0
H 3.4626 -4.2853 -3.3915 0.0 0.0 0.1
H -2.7592 -1.7466 5.0825 0.0 0.0 0.0
C -3.6599 -1.1825 4.8318 -0.1 0.0 0.0
```
Positions in Å, forces in eV/Å.

Properties
Net charge   -1
E_LUMO   0.0627 Eh
Calculated total energy   -144085.2608 eV
Molar mass   828.86 g mol⁻¹